Record 1
Entry from the OMol25 dataset: a structure of composition C19H16F3InO3 in a non-equilibrium geometry (wB97M-V/def2-TZVPD).

Calculated values
Molar mass in g mol⁻¹: 464.1
Total charge: +3
Kohn-Sham gap (spin up / spin down) in eV: 3.47 / 3.43
Spin multiplicity: 2
F_max in eV/A: 4.865

Last column: Löwdin spin population.
CARTESIAN COORDINATES (ANGSTROEM)
In (-1.419, -1.890, 0.169)  -0.004
O (0.913, -2.688, -4.370)  0.023
C (0.207, -3.085, -3.312)  0.036
O (0.227, -4.261, -2.982)  0.684
O (-0.270, -2.222, -2.547)  0.259
H (0.897, -1.759, -4.129)  0.003
F (-3.530, -0.756, 1.797)  0.078
C (-4.500, -0.303, 2.590)  0.217
C (-4.098, 0.541, 3.615)  0.182
C (-5.047, 0.948, 4.586)  0.017
C (-6.379, 0.594, 4.471)  0.291
C (-6.782, -0.098, 3.282)  0.195
C (-5.845, -0.537, 2.360)  0.004
H (-3.065, 0.851, 3.685)  0.005
H (-4.737, 1.557, 5.423)  -0.003
H (-7.131, 0.840, 5.206)  0.011
H (-7.830, -0.288, 3.106)  0.006
H (-6.070, -1.086, 1.457)  -0.003
F (-0.100, 0.375, -0.882)  -0.002
C (0.637, 1.407, -1.238)  -0.008
C (1.058, 1.549, -2.569)  -0.003
C (1.742, 2.672, -2.957)  0.000
C (1.934, 3.741, -2.065)  -0.008
C (1.562, 3.601, -0.771)  -0.001
C (0.919, 2.458, -0.307)  -0.004
H (0.845, 0.699, -3.200)  0.000
H (1.899, 2.853, -4.011)  0.000
H (2.295, 4.725, -2.323)  0.000
H (1.753, 4.448, -0.129)  0.000
H (0.733, 2.283, 0.742)  0.000
F (1.441, -1.763, 0.059)  -0.090
C (2.754, -1.593, -0.225)  -0.271
C (3.266, -1.582, -1.572)  -0.050
C (4.636, -1.364, -1.701)  -0.096
C (5.500, -1.335, -0.584)  -0.309
C (4.983, -1.381, 0.720)  -0.053
C (3.643, -1.532, 0.897)  -0.094
H (2.534, -1.758, -2.347)  0.000
H (5.003, -1.235, -2.708)  -0.001
H (6.520, -1.013, -0.732)  -0.011
H (5.607, -1.233, 1.588)  0.001
H (3.294, -1.381, 1.908)  -0.001


Record 2
Entry from the OMol25 dataset: an isolated molecule of C2H5N3O in a non-equilibrium geometry (wB97M-V/def2-TZVPD).

Calculated values
Molar mass in g mol⁻¹: 87.1
Total charge: 0
Kohn-Sham gap in eV: 9.70
F_max in eV/A: 3.744

Last column: natural (NBO) charge in e.
CARTESIAN COORDINATES (ANGSTROEM)
C (-0.764, -0.119, 0.888)  -0.390
C (1.150, -0.015, -0.079)  0.300
N (0.624, -0.332, -1.319)  -0.319
N (-0.576, -0.593, -1.431)  0.072
N (-1.323, -0.543, -0.334)  -0.435
O (1.804, 1.161, 0.046)  -0.671
H (-0.609, -0.886, 1.632)  0.191
H (-1.109, 0.838, 1.260)  0.189
H (1.664, -0.813, 0.447)  0.188
H (-2.313, -0.504, -0.527)  0.390
H (1.451, 1.806, -0.583)  0.485


Record 3
Entry from the OMol25 dataset: an isolated molecule of C2H4NP in a non-equilibrium geometry (wB97M-V/def2-TZVPD).

Calculated values
Molar mass in g mol⁻¹: 73.0
Total charge: 0
Kohn-Sham gap (spin up / spin down) in eV: 6.97 / 6.76
F_max in eV/A: 4.170

Last column: natural (NBO) charge in e.
CARTESIAN COORDINATES (ANGSTROEM)
C (0.492, -0.680, -0.383)  -0.873
C (-0.432, 0.238, 0.480)  0.061
N (-1.002, 1.278, 0.173)  -0.578
P (1.829, -0.006, 0.573)  0.381
H (0.052, -1.630, -0.103)  0.254
H (0.432, -0.542, -1.451)  0.235
H (-0.562, -0.207, 1.548)  0.186
H (-0.809, 1.548, -0.837)  0.334


Record 4
Entry from the OMol25 dataset: a cluster of 9 separate species, C41H89BClN9O16PS2 in total in a non-equilibrium geometry (wB97M-V/def2-TZVPD).

Calculated values
Molar mass in g mol⁻¹: 1105.6
Total charge: +1
Kohn-Sham gap in eV: 7.48
F_max in eV/A: 9.210

Last column: Mulliken charge in e.
CARTESIAN COORDINATES (ANGSTROEM)
C (1.534, -0.855, 4.340)  -0.939
C (1.842, 0.219, 3.396)  -0.364
C (0.716, 0.694, 2.316)  -0.793
C (1.134, 0.808, 0.781)  2.060
C (1.752, 2.268, 0.731)  -0.853
C (2.852, 2.867, 1.694)  -0.364
O (4.033, 3.204, 1.395)  -0.361
Cl (2.515, 3.500, 3.423)  -0.169
C (-0.274, 1.265, 0.002)  -1.357
S (-1.751, 1.776, 1.061)  -0.114
C (-0.585, 0.334, -1.325)  -0.396
O (-0.210, 1.160, -2.456)  -0.597
B (-2.145, 0.089, -1.708)  0.907
O (-3.166, 1.137, -1.692)  -0.519
O (-2.677, -1.152, -2.276)  -0.301
C (-3.957, -1.492, -1.676)  -0.628
C (0.380, -0.873, -0.817)  0.580
S (-0.937, -1.595, 0.363)  -0.342
P (0.425, -2.058, -2.250)  1.149
O (1.828, -2.578, -2.691)  -0.793
O (-0.143, -1.466, -3.776)  -0.535
O (-0.441, -3.544, -2.029)  -0.536
N (1.626, -0.413, -0.021)  1.640
C (1.988, -1.636, 0.820)  -1.002
O (1.982, -2.926, 0.208)  -0.188
C (2.770, -3.867, 0.986)  -0.736
C (2.896, -0.280, -0.828)  0.159
C (2.734, 0.463, -2.278)  -1.077
C (4.193, 0.464, -0.327)  -1.030
C (4.908, 0.245, 1.051)  0.490
C (6.346, 1.015, 1.124)  -1.052
H (1.274, -0.508, 5.401)  0.276
H (1.476, -1.957, 4.060)  0.187
H (2.855, 0.711, 3.533)  0.156
H (0.482, 1.747, 2.733)  0.513
H (-0.157, -0.023, 2.550)  0.305
H (2.043, 2.579, -0.344)  -0.259
H (0.895, 3.008, 1.005)  0.996
H (-0.191, 2.259, -0.594)  0.351
H (-1.325, 2.744, 1.985)  0.225
H (-0.878, 1.874, -2.600)  0.402
H (-3.682, 1.101, -0.856)  0.174
H (-4.780, -0.824, -2.126)  0.259
H (-3.951, -1.406, -0.531)  0.230
H (-4.138, -2.610, -1.909)  0.279
H (-1.798, -2.434, -0.280)  0.275
H (-0.956, -1.978, -4.018)  0.350
H (-0.428, -3.930, -2.938)  0.371
H (1.346, -1.789, 1.762)  0.340
H (3.045, -1.555, 1.291)  0.598
H (2.936, -3.558, 2.076)  0.236
H (3.754, -4.043, 0.426)  0.297
H (2.210, -4.871, 1.021)  0.327
H (3.319, -1.310, -1.155)  0.643
H (2.565, 1.587, -2.194)  0.083
H (1.975, 0.028, -2.982)  0.056
H (3.753, 0.349, -2.818)  0.610
H (5.026, 0.190, -1.094)  0.539
H (4.075, 1.598, -0.544)  0.061
H (5.185, -0.876, 1.147)  0.324
H (4.333, 0.530, 1.991)  -0.745
H (6.580, 1.561, 0.152)  0.219
H (6.204, 1.842, 1.921)  0.231
H (7.165, 0.320, 1.501)  0.339
C (-8.160, -3.273, 0.851)  -1.442
C (-6.714, -2.859, 0.845)  0.726
O (-6.354, -1.756, 0.448)  -0.594
N (-5.792, -3.752, 1.298)  0.033
C (-6.014, -5.091, 1.802)  -0.932
H (-8.771, -2.457, 0.462)  0.250
H (-8.303, -4.147, 0.212)  0.389
H (-8.484, -3.492, 1.870)  0.405
H (-4.845, -3.403, 1.263)  0.080
H (-5.631, -5.138, 2.825)  0.311
H (-5.452, -5.788, 1.178)  0.251
H (-7.066, -5.366, 1.796)  0.362
C (6.439, -2.809, 5.038)  -1.447
C (5.684, -3.327, 3.844)  0.746
O (5.029, -2.588, 3.117)  -0.403
N (5.744, -4.660, 3.581)  -0.142
C (6.455, -5.688, 4.312)  -0.966
H (6.295, -1.731, 5.117)  0.234
H (6.063, -3.275, 5.951)  0.401
H (7.507, -3.007, 4.923)  0.402
H (5.213, -4.932, 2.765)  0.175
H (7.163, -6.165, 3.631)  0.305
H (5.731, -6.431, 4.651)  0.299
H (6.992, -5.288, 5.169)  0.382
C (-6.169, -9.015, 1.244)  -1.334
C (-6.048, -8.511, -0.169)  0.776
O (-6.711, -7.569, -0.583)  -0.632
N (-5.167, -9.137, -0.997)  -0.175
C (-4.299, -10.257, -0.702)  -0.816
H (-6.908, -8.417, 1.778)  0.261
H (-6.500, -10.055, 1.245)  0.453
H (-5.211, -8.921, 1.760)  0.373
H (-5.142, -8.743, -1.927)  0.238
H (-3.267, -9.946, -0.876)  0.272
H (-4.546, -11.071, -1.386)  0.285
H (-4.405, -10.602, 0.325)  0.320
C (5.789, 5.354, -0.399)  -1.043
C (6.994, 4.474, -0.590)  0.804
O (6.923, 3.384, -1.143)  -0.713
N (8.191, 4.921, -0.125)  -0.143
C (8.481, 6.168, 0.551)  -0.871
H (4.911, 4.864, -0.820)  -0.071
H (5.613, 5.523, 0.665)  0.385
H (5.935, 6.306, -0.915)  0.484
H (8.952, 4.276, -0.290)  0.247
H (9.223, 6.712, -0.038)  0.294
H (8.904, 5.936, 1.531)  0.290
H (7.595, 6.786, 0.676)  0.331
C (-0.240, 5.696, -4.673)  -1.522
C (-0.084, 4.457, -3.835)  0.968
O (-1.050, 3.848, -3.385)  -0.635
N (1.175, 4.011, -3.579)  0.012
C (2.435, 4.579, -4.011)  -0.954
H (-1.300, 5.923, -4.789)  0.327
H (0.244, 6.544, -4.184)  0.385
H (0.189, 5.535, -5.665)  0.352
H (1.196, 3.174, -3.011)  -0.049
H (2.966, 3.823, -4.594)  0.271
H (3.021, 4.824, -3.123)  0.171
H (2.301, 5.474, -4.615)  0.518
C (-7.341, 1.056, 0.510)  -0.610
C (-8.808, 1.212, 0.801)  0.567
O (-9.491, 0.285, 1.225)  -0.683
N (-9.379, 2.429, 0.583)  -0.181
C (-8.753, 3.637, 0.091)  -0.829
H (-7.034, 0.032, 0.734)  -0.200
H (-7.145, 1.252, -0.548)  0.550
H (-6.761, 1.735, 1.136)  0.429
H (-10.366, 2.455, 0.802)  0.258
H (-8.880, 4.419, 0.843)  0.274
H (-9.264, 3.939, -0.826)  0.292
H (-7.694, 3.499, -0.112)  0.311
C (-4.837, 0.764, 5.038)  -1.558
C (-5.810, 0.793, 3.890)  0.978
O (-5.441, 0.772, 2.722)  -0.483
N (-7.139, 0.844, 4.180)  -0.049
C (-7.772, 0.876, 5.481)  -1.027
H (-3.819, 0.724, 4.648)  0.177
H (-4.940, 1.669, 5.642)  0.411
H (-5.006, -0.122, 5.653)  0.399
H (-7.729, 0.860, 3.358)  0.084
H (-8.434, 0.011, 5.561)  0.304
H (-8.369, 1.788, 5.549)  0.300
H (-7.048, 0.855, 6.293)  0.403
C (6.926, 5.389, -6.159)  -1.246
C (5.703, 6.201, -6.490)  0.824
O (5.492, 7.296, -5.987)  -0.662
N (4.813, 5.682, -7.382)  -0.173
C (4.878, 4.417, -8.081)  -0.833
H (7.536, 5.934, -5.437)  0.293
H (6.636, 4.435, -5.714)  0.337
H (7.522, 5.223, -7.058)  0.365
H (4.019, 6.285, -7.552)  0.221
H (4.870, 4.617, -9.155)  0.308
H (3.990, 3.835, -7.822)  0.260
H (5.770, 3.849, -7.825)  0.319